The following is a quantum chemistry calculation of C4H10NOP as an isolated structure in a non-equilibrium geometry, from the Open Molecules 2025 dataset.

```
17
Properties=species:S:1:pos:R:3:forces:R:3:nbo_charge:R:1
H 1.337836 1.464302 -0.740122 -0.1942 -0.1550 0.4082 0.18
H 3.031030 -0.357599 1.111824 0.0847 1.1842 -2.4089 0.24
O -1.084567 2.153897 0.223694 -1.3934 -3.1943 0.5714 -1.04
H -1.332404 -1.881424 1.167975 -0.3754 -0.1926 0.0614 0.25
C 2.952992 0.243096 0.088631 -1.1299 -2.2389 2.0835 -0.68
H -1.014944 -0.522027 -2.569967 1.9300 1.1024 -3.1330 0.22
H -2.529789 -1.052441 -1.851326 -0.0208 -0.0720 0.0261 0.23
C 1.534616 0.503119 -0.234036 -1.0919 -0.1539 -0.6651 0.25
P -0.991935 -0.109837 -0.288928 -1.3535 0.9983 0.0911 1.69
H 3.339840 -0.287780 -0.766602 0.4770 -0.5748 -0.0679 0.25
C -1.707831 -0.864017 1.277365 -1.7989 0.0230 -1.6881 -0.94
H -1.326130 -0.504144 2.222715 0.0778 0.6606 -0.1442 0.26
N 0.609919 -0.361890 -0.072499 1.5878 0.8802 0.6735 -0.82
H 3.419044 1.170791 0.116371 1.2239 1.5450 0.4310 0.22
H -2.880230 -0.833488 1.233056 2.3262 -0.1063 0.1328 0.25
C -1.464578 -0.873037 -1.749424 -1.9527 0.1309 4.8699 -1.00
H -1.892877 2.112477 0.831275 1.6033 0.1632 -1.2417 0.44
```
Forces are in eV/Å.

Calculated values
* ΔE to the lowest compared entry with this formula, charge and spin: 3.861 eV
* highest occupied orbital energy (alpha / beta): -8.24 / -8.24 eV
* largest force on an atom: 5.25 eV/A
* lowest unoccupied orbital energy (alpha / beta): 0.24 / 0.24 eV
* charge: 0

***

The following is a quantum chemistry calculation of C3H4N7O2 as an isolated structure in a non-equilibrium geometry, from the Open Molecules 2025 dataset.

```
16
Properties=species:S:1:pos:R:3:forces:R:3:nbo_charge:R:1
C 2.916346 -0.379804 -0.258752 0.4436 -0.1005 0.0932 -0.38
N -1.904730 1.514441 -0.358960 -3.9710 -1.5722 0.8093 -0.12
O 4.934149 0.410468 0.224255 0.1188 -0.8543 -0.2838 -0.33
H -4.164871 1.149552 -0.480705 0.1948 -0.1219 0.1705 0.35
H 4.756028 -1.614701 -0.110267 0.0638 -0.0915 -0.0028 0.18
C 4.212250 -0.687491 -0.064508 -0.2078 0.4936 0.0162 0.10
O 0.235965 -0.161375 0.452142 -0.8104 0.2182 0.1198 -0.46
N 1.840551 1.890673 -0.188240 -3.6577 0.2042 0.2619 -0.41
H -4.291106 0.289402 0.990337 0.1795 0.0636 -0.0563 0.36
H 2.113802 -1.036450 -0.518252 -0.0749 -0.0943 0.0084 0.24
N 0.272227 0.996326 0.055833 3.7674 0.5268 -0.5014 0.40
N -3.865937 1.058301 0.492225 -0.3143 0.2104 -0.3298 -0.65
N -2.510196 1.061886 0.660664 1.9168 0.4186 -0.9146 -0.05
N -0.623386 1.757508 -0.369740 1.8642 1.5897 0.1776 -0.16
C 2.848010 1.062834 -0.050888 1.0083 -1.8267 0.2332 0.21
N 4.076488 1.504784 0.247071 -0.5211 0.9363 0.1987 -0.27
```
Forces are in eV/Å.

Calculated values
* highest occupied orbital energy: -3.47 eV
* largest force on an atom: 4.35 eV/A
* lowest unoccupied orbital energy: 3.71 eV
* charge: -1

***

The following is a quantum chemistry calculation of C28H52P2Rh as an isolated structure in a non-equilibrium geometry, from the Open Molecules 2025 dataset.

```
83
Properties=species:S:1:pos:R:3:forces:R:3:mulliken_spin:R:1
H -0.794423 -0.626796 3.736319 -0.1617 0.2057 -0.0297 -0.01
C 2.827392 -0.744785 2.073493 0.6317 -0.2601 -0.3509 -0.05
C -1.102008 -3.964327 -2.975592 0.0902 -0.6347 0.1526 -0.01
C 3.069188 -0.185769 3.474222 0.3439 0.3351 0.3463 0.14
H 1.125239 2.448489 4.044068 -0.2498 0.1947 0.0934 -0.01
H -3.202702 -3.573529 -2.753550 0.3106 0.0633 0.4421 0.00
H 2.728035 -1.610499 -0.323725 -0.1325 0.0077 -0.0116 -0.13
H -2.395204 -4.021239 -1.231268 0.1007 0.1427 -0.4211 0.01
P 0.607655 -2.756553 -0.832920 -0.9144 1.3910 -1.6901 0.30
H -2.546286 -0.450362 3.359266 0.2916 0.1702 0.3339 0.00
H -0.911615 -5.008876 -2.699799 0.0761 0.1886 0.0088 0.00
H 2.576258 0.779441 3.630700 0.0941 -0.2534 -0.0598 -0.04
H 4.531262 -2.068601 2.173302 -0.2566 -0.2238 0.0318 0.00
H 0.663073 4.163427 4.143659 -0.1072 -0.3179 -0.0107 0.00
H -3.642696 -0.776423 0.450165 -0.2238 0.2981 0.0274 0.00
H -0.871780 -2.247517 -5.407940 0.0344 -0.2225 -0.2812 -0.01
C 1.774771 3.403536 -1.146535 0.1837 -0.0061 -0.6319 0.00
H -1.307018 -2.749227 2.487312 0.0553 -0.4382 -0.2564 -0.01
H -1.422197 0.935494 3.105530 -0.0076 -0.4229 0.0127 -0.02
H -1.353393 -4.010303 -4.038268 0.1185 0.2243 0.0167 0.00
C -0.834765 -1.473072 -4.650548 -0.0579 0.0705 -0.4846 0.04
C 1.391107 -0.756735 1.786054 -0.2219 1.0322 0.1478 0.43
H 1.166592 -1.423361 -3.681260 -0.4042 -0.4582 -0.5437 0.02
C 0.243551 0.912426 -2.644114 -0.7859 0.8137 0.2181 0.13
C -2.945838 0.012321 0.743989 -0.2645 -0.6317 0.1898 0.02
H 3.297534 2.240779 0.976796 -0.0418 0.2665 0.3076 0.00
C 1.381624 3.109691 1.347236 -1.2417 0.1274 2.6970 0.26
C -2.178506 -1.969230 -1.755476 -3.3898 -0.1091 0.0453 0.20
H 2.474260 2.556313 -1.199990 -0.0853 0.1826 -0.0745 0.01
C -0.043019 -3.321894 0.822454 -0.0955 -0.4904 0.2703 0.12
H 1.212258 3.450209 -2.084411 0.1418 -0.0230 0.1474 0.00
C -1.461114 3.700480 -1.019355 -0.2694 0.3614 -0.3804 0.02
H 4.148436 -0.058414 3.659578 -0.3402 -0.0310 -0.0246 0.01
H -1.619664 4.774980 -1.187090 -0.0841 -0.1754 -0.1024 0.00
H 2.678416 -0.884350 4.218555 0.0177 0.0268 0.0080 0.00
C 0.155315 -3.136438 -2.788208 0.2405 -1.1875 0.0142 0.14
H -1.080310 3.269904 -1.950166 -0.1789 0.1073 0.0718 0.00
H -2.541812 -0.155449 -4.655505 0.0483 -0.3273 0.0047 0.00
H 0.783381 -1.359228 2.479405 0.2167 0.4157 -0.4087 0.10
C -0.520364 3.471735 0.097458 1.7535 -0.3499 -0.2870 0.13
C -2.268468 -1.106559 -4.176122 -0.2355 0.3322 -0.5125 0.02
H -2.201820 -2.926465 0.975647 0.3558 -0.1621 0.1508 0.00
C 0.885393 3.278287 0.023078 -2.4712 0.6524 -0.8494 0.23
H 3.014281 -2.768342 2.795272 0.0487 -0.0946 0.1420 0.00
H -2.235488 4.810854 2.447449 0.0309 -0.3696 -0.0932 0.03
C -1.260364 -2.554248 1.406412 -0.9298 0.2444 0.3768 -0.03
H 3.378432 3.880226 1.667902 -0.2440 -0.3428 -0.0551 0.02
C 0.142563 -1.809324 -3.545157 0.5778 0.2789 0.2921 -0.22
C -1.526147 -0.160775 3.069150 -0.1604 -0.2342 0.4478 0.06
H -0.597196 2.912214 4.154888 0.2513 0.0208 0.1065 0.00
H 0.010074 1.431298 -1.704880 0.3117 0.3974 -0.3104 0.03
H -2.441472 3.260835 -0.798577 0.1102 0.0259 -0.1918 0.00
H 1.050116 -3.718234 -3.076685 -0.2082 0.2833 0.2320 0.00
H -2.750288 0.681344 -0.102453 -0.0882 -0.2245 0.1930 -0.01
C 0.292013 3.229626 2.241355 2.1809 -0.3607 -0.6538 0.13
C -2.353056 -0.875410 -2.678363 -2.3511 -0.9358 -0.2009 -0.03
H 3.291534 -0.081827 1.326759 0.1899 -0.1833 0.2315 0.02
P -1.333161 -0.688578 1.347412 0.3040 1.0765 -1.9379 0.04
H -3.022056 -1.836097 -4.537331 0.3572 0.1629 0.3231 0.00
H 2.922622 2.514225 2.706848 0.0558 0.2244 -0.3985 0.00
C 2.192590 -1.950352 -1.202465 0.7550 0.3734 0.3997 0.21
H 1.927192 -1.047756 -1.772274 0.3426 -0.2781 0.1319 -0.02
H -3.391500 0.588599 1.561428 -0.0216 -0.0702 -0.2216 0.00
H -2.608498 -1.813220 -0.765570 -0.0229 -0.0035 -0.4914 0.02
Rh -0.527798 -0.913044 -1.982685 4.6467 0.3892 2.5285 1.13
H -0.338316 -4.381074 0.737356 0.1205 0.3108 -0.2500 0.01
C 3.447388 -2.147638 2.012095 0.4243 0.2282 -0.0386 0.06
H -0.391689 -0.590433 -5.124762 -0.1687 -0.1913 -0.0431 0.00
C -0.875600 3.476883 1.473413 0.1706 -0.0651 -0.2916 0.15
C -2.210223 3.783628 2.037869 -0.4147 0.0000 0.0495 0.00
H -2.990325 3.722953 1.267502 0.1382 0.0076 0.2689 0.00
H 2.388090 4.317430 -1.092380 -0.1324 -0.2033 0.0987 0.02
C 2.813523 2.928132 1.693484 0.3872 -0.1340 0.1458 -0.01
H -2.468917 3.098616 2.865386 0.0542 0.2962 -0.2672 0.01
H 0.813407 -3.345347 1.524564 -0.3057 0.2722 -0.5654 -0.02
H 0.954303 0.140754 1.285978 0.4518 -1.0132 0.7364 0.35
H -3.005499 -0.055959 -2.339389 0.4930 -0.1801 -0.1972 -0.01
H 1.326902 0.949087 -2.856932 -0.4846 -0.2191 0.0477 0.01
H 3.281996 -2.656835 1.061155 0.1049 -0.0033 0.1593 -0.01
C 0.374231 3.184647 3.724460 0.0504 0.1062 0.3038 0.03
H -0.364136 1.343398 -3.475276 0.5455 -0.3319 0.5800 0.00
H 2.869536 -2.566645 -1.797551 -0.1472 -0.1432 0.0292 0.01
C -2.274797 -3.435118 -2.161850 -0.3075 -0.0008 0.0562 0.02
```
Forces are in eV/Å.

Calculated values
* 2S+1: 5
* ΔE to the lowest compared entry with this formula, charge and spin: 4.928 eV
* highest occupied orbital energy (alpha / beta): -9.35 / -9.25 eV
* largest force on an atom: 5.30 eV/A
* lowest unoccupied orbital energy (alpha / beta): -3.12 / -5.19 eV
* charge: +1